Run A
DFT (wB97M-V/def2-TZVPD) results for a molecular structure, C4H7IN.

Positions of all 13 atoms, in Å:
C (-1.289, 1.624, -1.060)
C (-2.194, 0.688, -0.977)
C (-0.251, 0.573, -0.952)
C (0.438, 0.428, 0.394)
N (0.360, -1.102, 0.653)
I (-3.544, -0.767, -0.569)
H (-1.283, 2.649, -1.496)
H (0.058, 0.103, -1.850)
H (-0.263, 1.117, 1.079)
H (1.518, 0.837, 0.579)
H (-0.644, -1.377, 0.741)
H (0.832, -1.397, 1.503)
H (0.730, -1.701, -0.221)

- net charge = +1

Atomic charges from the natural (NBO) analysis, expressed in e, are listed below:
1 C -0.263
2 C -0.165
3 C -0.315
4 C -0.277
5 N -0.709
6 I 0.388
7 H 0.240
8 H 0.222
9 H 0.267
10 H 0.258
11 H 0.451
12 H 0.439
13 H 0.463

Run B
DFT (wB97M-V/def2-TZVPD) results for a gas-phase ion, C4H7IN (charge +1).

Positions of all 13 atoms, in Å:
I (3.217, -0.764, 0.355)
C (1.242, -0.597, 0.109)
C (0.196, -1.343, 0.356)
C (-1.162, -0.614, 0.042)
N (-0.773, 0.874, -0.169)
C (0.690, 1.002, -0.247)
H (0.176, -2.411, 0.503)
H (-1.513, -1.135, -0.857)
H (-1.839, -0.606, 0.842)
H (-1.353, 1.189, -0.926)
H (-1.121, 1.368, 0.729)
H (1.242, 1.698, 0.541)
H (0.998, 1.339, -1.277)

- SMILES = IC1=CC[NH2+]C1
- net charge = +1

Atomic charges from the natural (NBO) analysis, expressed in e, are listed below:
1 I 0.342
2 C -0.207
3 C -0.255
4 C -0.229
5 N -0.527
6 C -0.292
7 H 0.265
8 H 0.248
9 H 0.229
10 H 0.452
11 H 0.455
12 H 0.268
13 H 0.251

Name the most stable of them. run B.